(1)
The following is a quantum chemistry calculation of a molecular structure, C18H20BN3O8P2Rh, from the Open Molecules 2025 dataset.

Properties
Relative energy (zero: lowest compared OMol25 entry of this formula, charge and spin), kJ/mol: 15.72
Lowest unoccupied orbital energy, eV: -4.0252
Frontier orbital gap, eV: 7.370
Net charge: +1

Atoms and positions in Å:
1 Rh 0.048 0.649 -0.084
2 N -3.701 -0.611 -1.617
3 C -3.505 -0.411 -0.126
4 C -4.831 -0.769 0.544
5 P -2.208 -1.648 0.304
6 O -2.278 -1.708 1.900
7 O -2.626 -2.894 -0.366
8 O -0.821 -1.102 -0.040
9 P -3.170 1.391 0.020
10 O -3.356 1.683 1.586
11 O -4.180 2.056 -0.825
12 O -1.699 1.619 -0.298
13 H -3.939 -1.593 -1.783
14 H -2.827 -0.400 -2.138
15 H -4.430 0.035 -1.937
16 H -5.093 -1.809 0.343
17 H -5.630 -0.120 0.182
18 H -4.745 -0.638 1.620
19 H -2.635 -2.551 2.211
20 H -4.135 2.233 1.748
21 C -0.278 1.142 4.436
22 C 0.971 0.717 4.844
23 C 1.882 0.276 3.894
24 C 1.516 0.279 2.559
25 N 0.316 0.718 2.170
26 C -0.565 1.131 3.080
27 C 2.395 -0.227 1.474
28 C 3.664 -0.718 1.723
29 C 4.438 -1.206 0.683
30 C 3.919 -1.200 -0.596
31 C 2.647 -0.697 -0.786
32 N 1.902 -0.213 0.218
33 H -1.021 1.482 5.143
34 H 1.241 0.721 5.892
35 H 2.856 -0.067 4.207
36 H -1.521 1.465 2.703
37 H 4.056 -0.727 2.728
38 H 5.430 -1.592 0.877
39 H 4.479 -1.574 -1.441
40 H 2.205 -0.668 -1.768
41 O 0.992 1.050 -2.900
42 B -0.012 0.568 -2.076
43 O -1.072 0.077 -2.851
44 C -0.697 0.277 -4.178
45 C -1.386 -0.035 -5.324
46 C -0.759 0.285 -6.527
47 C 0.493 0.889 -6.553
48 C 1.178 1.197 -5.378
49 C 0.546 0.871 -4.204
50 H -2.359 -0.509 -5.301
51 H -1.259 0.059 -7.459
52 H 0.948 1.125 -7.506
53 H 2.151 1.668 -5.386



(2)
The following is a quantum chemistry calculation of a molecular structure, FZn2 in a non-equilibrium geometry, from the Open Molecules 2025 dataset.

Properties
Relative energy (zero: lowest compared OMol25 entry of this formula, charge and spin), kJ/mol: 301.00
Lowest unoccupied orbital energy, eV: -19.6901
Frontier orbital gap, eV: 14.237
Net charge: +3

Atoms and positions in Å:
1 Zn -1.157 0.757 0.627
2 Zn 1.207 -0.629 -0.863
3 F -0.049 -0.128 0.236



(3)
The following is a quantum chemistry calculation of 2 unconnected molecules or ions with the total composition C3H7NOS2 in a non-equilibrium geometry, from the Open Molecules 2025 dataset.

Properties
Relative energy (zero: lowest compared OMol25 entry of this formula, charge and spin), kJ/mol: 501.39
Lowest unoccupied orbital energy, eV: -4.4094
Frontier orbital gap, eV: 4.921
Net charge: 0

Atoms and positions in Å:
1 S 0.611 -1.237 -2.505
2 S -0.244 2.384 -1.625
3 C 0.539 1.124 -0.691
4 C -0.449 0.289 0.111
5 N 0.228 -0.498 1.131
6 C -0.477 -1.245 2.025
7 O 0.038 -1.832 2.944
8 H -0.023 -0.075 -2.732
9 H 1.177 1.789 -0.094
10 H 1.251 0.458 -1.306
11 H -1.088 1.040 0.586
12 H -1.154 -0.216 -0.554
13 H 1.160 -0.742 0.832
14 H -1.570 -1.240 1.878



(4)
The following is a quantum chemistry calculation of a molecular structure, C25H50F6N7O11S2V in a non-equilibrium geometry, from the Open Molecules 2025 dataset.

Properties
Lowest unoccupied orbital energy (alpha / beta), eV: -3.3989 / -3.4662
Multiplicity: 4
Frontier orbital gap (alpha / beta), eV: 7.181 / 7.114
Net charge: +1

Atoms and positions in Å:
1 V 3.261 0.480 0.896
2 C -0.128 2.475 1.333
3 F -0.274 1.894 2.525
4 F -1.173 3.192 1.041
5 F 0.956 3.233 1.387
6 S 0.120 1.101 0.066
7 O -1.119 0.543 -0.381
8 O 0.889 1.740 -0.987
9 N 1.225 0.073 0.916
10 S 0.385 -1.035 1.653
11 O 1.115 -1.482 2.825
12 O -1.014 -0.839 1.891
13 C 0.413 -2.473 0.417
14 F -0.532 -3.341 0.724
15 F 0.138 -1.978 -0.792
16 F 1.569 -3.121 0.375
17 C 2.830 0.925 4.086
18 O 3.287 1.236 2.979
19 N 2.452 1.818 4.994
20 C 1.521 1.422 6.037
21 C 2.525 3.230 4.697
22 H 2.763 -0.101 4.455
23 H 1.691 0.384 6.328
24 H 0.492 1.510 5.685
25 H 1.679 2.006 6.941
26 H 3.328 3.405 3.975
27 H 1.670 3.526 4.075
28 H 2.660 3.854 5.572
29 C -1.423 -6.012 -0.523
30 O -1.017 -6.942 0.130
31 N -0.869 -5.624 -1.694
32 C -1.259 -4.450 -2.445
33 C 0.271 -6.355 -2.223
34 H -2.258 -5.355 -0.249
35 H -1.672 -4.830 -3.385
36 H -0.383 -3.836 -2.663
37 H -2.028 -3.887 -1.921
38 H 1.196 -5.791 -2.077
39 H 0.446 -7.297 -1.709
40 H 0.085 -6.590 -3.271
41 C 2.907 -0.369 -2.348
42 O 3.260 -0.089 -1.194
43 N 3.194 -1.539 -2.914
44 C 2.898 -1.724 -4.310
45 C 4.044 -2.530 -2.281
46 H 2.433 0.389 -2.973
47 H 2.365 -0.942 -4.860
48 H 2.273 -2.602 -4.487
49 H 3.778 -1.786 -4.959
50 H 5.048 -2.450 -2.715
51 H 4.198 -2.347 -1.226
52 H 3.688 -3.517 -2.566
53 C -3.025 -1.369 -2.937
54 O -4.155 -1.778 -3.114
55 N -2.062 -1.449 -3.889
56 C -0.749 -0.923 -3.567
57 C -2.202 -1.990 -5.209
58 H -2.662 -0.801 -2.068
59 H -0.046 -1.771 -3.520
60 H -0.676 -0.345 -2.653
61 H -0.341 -0.393 -4.437
62 H -1.906 -1.276 -5.981
63 H -1.650 -2.917 -5.388
64 H -3.249 -2.224 -5.399
65 C 3.876 3.468 -0.559
66 O 3.580 2.567 0.217
67 N 3.911 4.766 -0.244
68 C 3.648 5.201 1.105
69 C 4.192 5.794 -1.213
70 H 4.102 3.349 -1.629
71 H 3.338 4.398 1.766
72 H 2.848 5.944 1.193
73 H 4.517 5.726 1.512
74 H 3.438 6.584 -1.170
75 H 5.129 6.275 -0.915
76 H 4.215 5.468 -2.249
77 C -6.248 -3.316 1.958
78 C -5.358 -2.221 2.461
79 O -5.568 -1.589 3.467
80 C -4.151 -1.967 1.563
81 H -7.259 -3.195 2.351
82 H -5.884 -4.314 2.208
83 H -6.346 -3.313 0.870
84 H -3.353 -1.539 2.167
85 H -4.379 -1.214 0.804
86 H -3.898 -2.888 1.041
87 C -3.153 3.593 3.415
88 C -3.944 2.501 4.055
89 O -4.867 2.736 4.796
90 C -3.634 1.070 3.605
91 H -3.496 4.597 3.665
92 H -3.167 3.437 2.337
93 H -2.107 3.627 3.740
94 H -3.016 1.130 2.706
95 H -4.582 0.692 3.222
96 H -3.235 0.429 4.382
97 C 0.332 3.559 -3.485
98 C -0.791 3.941 -2.636
99 N -1.650 4.243 -1.942
100 H -0.028 2.905 -4.281
101 H 1.167 3.138 -2.939
102 H 0.642 4.453 -4.033



(5)
The following is a quantum chemistry calculation of 12 unconnected molecules or ions with the total composition C27H63N9O24S3 in a non-equilibrium geometry, from the Open Molecules 2025 dataset.

Properties
Relative energy (zero: lowest compared OMol25 entry of this formula, charge and spin), kJ/mol: 487.70
Lowest unoccupied orbital energy, eV: -0.0785
Structure (SMILES): C[N+](=O)[O-].C[N+](=O)[O-].C[N+](=O)[O-].O=S1(=O)OCCO1.O=S1(=O)OCCO1.O=S1(=O)OCCO1.CN(C)C=O.CN(C)C=O.CN(C)C=O.CN(C)C=O.CN(C)C=O.CN(C)C=O
Frontier orbital gap, eV: 9.058
Net charge: 0

Atoms and positions in Å:
1 C 6.143 0.438 -2.238
2 N 6.734 1.311 -1.232
3 O 6.733 2.523 -1.346
4 O 7.314 0.778 -0.320
5 H 5.652 -0.306 -1.611
6 H 6.858 -0.011 -2.927
7 H 5.268 0.936 -2.656
8 C 1.085 -6.789 -6.772
9 N 1.331 -5.370 -6.391
10 O 2.372 -5.169 -5.830
11 O 0.598 -4.501 -6.837
12 H 1.042 -6.955 -7.848
13 H 0.191 -7.032 -6.197
14 H 1.807 -7.446 -6.286
15 C -0.861 2.508 -6.858
16 N 0.613 2.458 -7.162
17 O 1.385 3.115 -6.458
18 O 1.005 1.917 -8.247
19 H -0.936 2.740 -5.795
20 H -1.257 1.524 -7.109
21 H -1.386 3.285 -7.414
22 O -5.342 5.860 1.992
23 S -5.400 7.140 2.706
24 O -6.679 7.759 2.922
25 O -4.549 7.010 4.124
26 C -3.240 7.409 3.914
27 C -3.285 8.601 2.950
28 O -4.382 8.277 2.034
29 H -2.818 7.746 4.861
30 H -2.712 6.549 3.503
31 H -2.307 8.740 2.491
32 H -3.531 9.535 3.456
33 O 4.450 -8.578 -0.802
34 S 5.515 -7.710 -0.363
35 O 5.176 -6.380 0.121
36 O 6.372 -8.475 0.825
37 C 7.744 -8.346 0.712
38 C 7.882 -8.387 -0.792
39 O 6.771 -7.711 -1.416
40 H 7.920 -7.344 1.102
41 H 8.295 -9.131 1.231
42 H 7.928 -9.433 -1.097
43 H 8.798 -7.878 -1.095
44 O -3.274 -7.582 5.832
45 S -2.829 -7.464 4.454
46 O -2.908 -6.140 3.853
47 O -1.260 -8.038 4.301
48 C -1.182 -9.134 3.350
49 C -2.579 -9.783 3.357
50 O -3.501 -8.577 3.423
51 H -1.055 -8.776 2.329
52 H -0.374 -9.841 3.534
53 H -2.853 -10.387 4.222
54 H -2.814 -10.322 2.439
55 C 4.280 -5.831 6.214
56 N 4.035 -4.422 6.379
57 C 5.011 -3.625 5.662
58 C 2.917 -4.004 6.983
59 O 2.535 -2.832 7.051
60 H 3.713 -6.065 5.313
61 H 3.876 -6.412 7.043
62 H 5.346 -6.019 6.080
63 H 6.029 -3.833 5.991
64 H 5.015 -3.988 4.634
65 H 4.734 -2.573 5.589
66 H 2.396 -4.870 7.420
67 C 1.191 -0.509 1.514
68 N 0.738 0.098 0.296
69 C 0.212 -0.856 -0.773
70 C 0.573 1.426 0.220
71 O 0.244 2.034 -0.824
72 H 0.578 -1.387 1.720
73 H 1.147 0.163 2.370
74 H 2.226 -0.764 1.287
75 H -0.871 -0.809 -0.892
76 H 0.774 -0.680 -1.690
77 H 0.514 -1.899 -0.678
78 H 0.857 1.925 1.160
79 C 5.059 10.076 -2.653
80 N 5.212 9.744 -1.289
81 C 6.021 10.698 -0.443
82 C 4.215 9.006 -0.708
83 O 3.996 9.006 0.519
84 H 4.288 10.830 -2.815
85 H 4.621 9.299 -3.280
86 H 5.960 10.489 -3.107
87 H 6.989 10.859 -0.917
88 H 5.538 11.669 -0.554
89 H 6.109 10.476 0.620
90 H 3.651 8.400 -1.434
91 C -6.359 -2.827 -1.851
92 N -5.529 -3.774 -2.606
93 C -5.342 -3.470 -4.049
94 C -4.845 -4.774 -1.990
95 O -4.018 -5.540 -2.542
96 H -6.287 -2.821 -0.763
97 H -7.407 -2.987 -2.104
98 H -6.024 -1.810 -2.055
99 H -5.065 -4.337 -4.649
100 H -6.302 -3.067 -4.372
101 H -4.604 -2.681 -4.198
102 H -5.008 -4.744 -0.902
103 C -3.935 7.165 -4.209
104 N -3.350 8.185 -5.026
105 C -1.880 8.177 -5.049
106 C -4.184 8.614 -5.965
107 O -3.840 9.173 -7.038
108 H -3.558 7.164 -3.186
109 H -3.936 6.133 -4.559
110 H -4.974 7.388 -3.966
111 H -1.488 8.861 -5.801
112 H -1.560 8.489 -4.055
113 H -1.486 7.193 -5.301
114 H -5.241 8.378 -5.765
115 C -4.833 0.662 4.808
116 N -6.109 0.117 5.348
117 C -7.319 0.855 4.887
118 C -6.204 -0.827 6.268
119 O -7.255 -1.075 6.843
120 H -4.159 -0.186 4.929
121 H -4.282 1.453 5.318
122 H -4.910 0.967 3.764
123 H -8.215 0.599 5.453
124 H -7.086 1.915 4.985
125 H -7.550 0.708 3.832
126 H -5.255 -1.260 6.621



(6)
The following is a quantum chemistry calculation of 4 unconnected molecules or ions with the total composition C2H12NO3 in a non-equilibrium geometry, from the Open Molecules 2025 dataset.

Properties
Relative energy (zero: lowest compared OMol25 entry of this formula, charge and spin), kJ/mol: 96.29
Lowest unoccupied orbital energy, eV: -4.3128
Frontier orbital gap, eV: 10.580
Net charge: +1

Atoms and positions in Å:
1 C -1.997 -1.386 -0.711
2 C 0.376 -1.794 -1.117
3 N -0.601 -1.019 -0.920
4 H -2.370 -0.811 0.129
5 H -2.051 -2.462 -0.586
6 H -2.577 -1.074 -1.538
7 H 0.318 -2.775 -1.584
8 H 1.399 -1.467 -0.978
9 H -0.246 -0.068 -0.661
10 H -0.174 4.671 -0.665
11 H -0.069 4.612 0.825
12 O -0.107 4.031 0.054
13 H 3.017 -1.201 2.377
14 H 2.253 -2.472 2.040
15 O 2.131 -1.529 2.189
16 H 0.448 1.122 1.028
17 H 0.164 2.287 -0.044
18 O 0.087 1.334 0.162



(7)
The following is a quantum chemistry calculation of a molecular structure, C42H37FN8O20S in a non-equilibrium geometry, from the Open Molecules 2025 dataset.

Properties
Lowest unoccupied orbital energy, eV: -0.8536
Frontier orbital gap, eV: 9.180
Net charge: 0

Atoms and positions in Å:
1 C 5.604 -2.761 1.589
2 C 5.000 -2.055 0.416
3 O 5.232 -0.626 0.386
4 S 4.523 -0.101 -0.919
5 O 3.108 -0.057 -0.761
6 O 5.208 1.047 -1.378
7 O 4.867 -1.378 -1.820
8 C 5.295 -2.501 -1.039
9 C 6.753 -2.941 -1.348
10 O 7.345 -2.263 -2.432
11 N 7.564 -0.875 -2.082
12 O 7.703 -0.242 -3.034
13 C 4.367 -3.699 -1.313
14 O 4.525 -4.728 -0.729
15 N 3.353 -3.532 -2.310
16 C 2.209 -2.787 -1.927
17 O 1.529 -2.123 -2.609
18 F 1.950 -2.923 -0.612
19 H 5.497 -3.837 1.480
20 H 6.661 -2.498 1.703
21 H 5.112 -2.403 2.486
22 H 3.914 -2.170 0.521
23 H 6.750 -3.995 -1.620
24 H 7.360 -2.857 -0.442
25 H 3.050 -4.479 -2.540
26 C -2.449 -2.122 -0.762
27 C -3.789 -2.442 -0.942
28 C -4.339 -2.442 -2.214
29 C -3.530 -2.122 -3.291
30 C -2.197 -1.797 -3.128
31 C -1.656 -1.794 -1.854
32 N -4.108 -2.117 -4.644
33 O -5.289 -2.375 -4.753
34 O -3.376 -1.840 -5.576
35 H -2.024 -2.119 0.234
36 H -4.411 -2.685 -0.091
37 H -5.383 -2.678 -2.358
38 H -1.583 -1.548 -3.978
39 H -0.616 -1.534 -1.723
40 C -0.078 0.581 -4.989
41 C -0.820 0.397 -6.148
42 C -0.780 1.352 -7.153
43 C 0.011 2.471 -6.969
44 C 0.756 2.674 -5.822
45 C 0.707 1.715 -4.823
46 N 0.068 3.484 -8.041
47 O -0.613 3.297 -9.029
48 O 0.789 4.446 -7.869
49 H -0.098 -0.164 -4.206
50 H -1.429 -0.489 -6.270
51 H -1.349 1.229 -8.062
52 H 1.361 3.562 -5.715
53 H 1.282 1.851 -3.917
54 C -1.000 -2.190 5.387
55 C 0.321 -1.835 5.623
56 C 1.323 -2.313 4.797
57 C 0.971 -3.150 3.751
58 C -0.336 -3.536 3.512
59 C -1.330 -3.042 4.340
60 N 2.021 -3.626 2.843
61 O 3.161 -3.239 3.036
62 O 1.701 -4.352 1.924
63 H -1.782 -1.798 6.024
64 H 0.564 -1.172 6.441
65 H 2.355 -2.041 4.957
66 H -0.570 -4.193 2.688
67 H -2.363 -3.314 4.169
68 C -3.035 3.549 5.328
69 C -3.671 3.062 4.192
70 C -4.119 1.751 4.154
71 C -3.921 0.957 5.270
72 C -3.288 1.419 6.409
73 C -2.840 2.729 6.432
74 N -4.393 -0.438 5.245
75 O -4.904 -0.850 4.223
76 O -4.217 -1.111 6.244
77 H -2.687 4.574 5.352
78 H -3.819 3.697 3.332
79 H -4.610 1.359 3.274
80 H -3.145 0.767 7.258
81 H -2.339 3.109 7.311
82 C -4.070 3.056 -4.330
83 C -4.134 4.057 -3.369
84 C -4.464 3.747 -2.059
85 C -4.723 2.426 -1.739
86 C -4.673 1.416 -2.680
87 C -4.343 1.739 -3.987
88 N -5.048 2.083 -0.344
89 O -5.105 2.992 0.462
90 O -5.239 0.915 -0.075
91 H -3.805 3.304 -5.350
92 H -3.922 5.083 -3.638
93 H -4.516 4.513 -1.301
94 H -4.884 0.392 -2.409
95 H -4.294 0.960 -4.738
96 C 3.075 3.146 1.734
97 C 3.135 4.019 2.813
98 C 2.433 3.737 3.973
99 C 1.687 2.573 4.027
100 C 1.615 1.688 2.968
101 C 2.316 1.985 1.809
102 N 0.947 2.270 5.264
103 O 1.002 3.078 6.170
104 O 0.323 1.228 5.312
105 H 3.622 3.369 0.826
106 H 3.727 4.922 2.750
107 H 2.462 4.406 4.820
108 H 1.017 0.791 3.046
109 H 2.271 1.322 0.957



(8)
The following is a quantum chemistry calculation of 2 unconnected molecules or ions with the total composition C6H8N2O2 in a non-equilibrium geometry, from the Open Molecules 2025 dataset.

Properties
Relative energy (zero: lowest compared OMol25 entry of this formula, charge and spin), kJ/mol: 301.48
Lowest unoccupied orbital energy, eV: 0.4687
Structure (SMILES): O=c1cc[nH]c(=O)[nH]1.C=C
Frontier orbital gap, eV: 9.605
Net charge: 0

Atoms and positions in Å:
1 O 0.972 -1.412 -0.789
2 C 0.013 -0.749 -0.525
3 C -0.087 0.707 -0.700
4 C -1.222 1.406 -0.505
5 N -2.330 0.778 0.045
6 C -2.371 -0.620 0.167
7 O -3.442 -1.133 0.450
8 N -1.213 -1.329 -0.059
9 H 0.806 1.180 -1.060
10 H -1.339 2.454 -0.604
11 H -3.237 1.151 0.252
12 H -1.361 -2.372 -0.100
13 C 2.821 -0.579 0.302
14 C 2.031 0.463 0.715
15 H 2.692 -1.312 -0.576
16 H 3.830 -0.460 0.912
17 H 1.102 0.775 0.413
18 H 2.334 1.052 1.665



> What is the net charge in the fifth record?

0



> What is the net charge in the first record?

+1